# 1
This record from OMol25 describes C42H73AsBrF3N11O2 as an isolated structure. The level of theory is ωB97M-V/def2-TZVPD.

Results
Energy relative to the best compared isomer or geometry (same formula, charge and spin): 0.0 kcal per mole
HOMO energy: -3.73 eV
Charge: -1

Geometry (Å):
C  1.570  -3.500  3.203
C  0.493  -2.571  3.252
As  0.307  -1.126  1.784
C  0.969  0.147  3.220
C  0.704  1.689  3.133
C  2.102  2.476  3.398
C  2.017  3.972  2.860
C  3.380  4.771  3.039
C  4.650  4.090  2.377
O  4.491  3.790  0.975
C  5.682  3.124  0.515
C  -0.051  -2.501  0.330
C  -1.480  -2.687  -0.274
C  -1.972  -1.622  -1.376
C  -1.510  -2.010  -2.870
C  -3.594  -1.746  -1.400
C  -1.621  -0.708  2.148
C  -2.477  -1.454  3.231
C  -2.702  -3.024  3.136
Br  -2.184  -0.816  5.137
C  0.479  0.277  0.280
C  1.979  0.860  0.131
O  1.838  2.220  -0.352
C  2.847  0.081  -0.950
F  2.280  0.019  -2.228
F  4.085  0.781  -1.054
F  3.211  -1.219  -0.570
H  1.940  -3.901  2.205
H  2.040  -3.864  4.169
H  -0.158  -2.659  4.166
H  1.829  -1.435  1.512
H  0.533  -0.244  4.208
H  2.100  -0.007  3.360
H  0.178  2.139  2.248
H  0.064  1.986  4.044
H  3.003  1.917  3.005
H  2.199  2.511  4.542
H  1.648  3.968  1.791
H  1.227  4.504  3.494
H  3.235  5.778  2.512
H  3.655  5.002  4.118
H  4.978  3.121  2.895
H  5.505  4.857  2.457
H  6.646  3.646  0.852
H  5.724  2.091  1.009
H  5.669  3.066  -0.614
H  0.691  -2.346  -0.535
H  0.261  -3.522  0.760
H  -1.479  -3.688  -0.850
H  -2.359  -2.790  0.436
H  -1.779  -0.543  -1.103
H  -2.164  -2.910  -3.149
H  -1.867  -1.163  -3.550
H  -0.405  -2.231  -2.962
H  -3.944  -2.780  -1.702
H  -3.918  -1.536  -0.319
H  -4.063  -0.911  -2.015
H  -1.622  0.382  2.537
H  -2.294  -0.571  1.225
H  -3.541  -1.050  3.064
H  -1.955  -3.562  2.456
H  -3.730  -3.284  2.703
H  -2.631  -3.568  4.138
H  -0.299  1.093  0.381
H  0.305  -0.184  -0.756
H  2.565  0.867  1.090
H  1.553  2.188  -1.286
C  4.178  -3.307  7.134
C  4.021  -4.199  5.986
N  3.897  -4.902  5.083
H  3.575  -3.641  7.988
H  5.217  -3.260  7.467
H  3.868  -2.287  6.894
C  -2.758  0.675  -6.359
C  -3.409  1.082  -5.113
N  -3.913  1.395  -4.130
H  -1.819  0.151  -6.169
H  -3.391  0.005  -6.945
H  -2.527  1.535  -6.991
C  -5.635  1.419  3.853
C  -5.525  0.686  2.591
N  -5.438  0.110  1.600
H  -6.341  0.940  4.534
H  -4.675  1.477  4.370
H  -5.981  2.442  3.693
C  5.386  -5.868  2.303
C  5.230  -6.761  1.154
N  5.107  -7.464  0.251
H  4.789  -6.199  3.154
H  6.425  -5.820  2.635
H  5.074  -4.849  2.066
C  9.323  1.319  -0.205
C  8.716  1.715  1.066
N  8.239  2.026  2.066
H  10.267  0.793  -0.052
H  8.667  0.653  -0.771
H  9.530  2.185  -0.837
C  4.497  9.165  2.010
C  3.246  8.852  2.703
N  2.264  8.605  3.248
H  4.623  10.241  1.878
H  5.364  8.800  2.565
H  4.529  8.708  1.019
C  3.223  2.063  -4.536
C  2.234  2.745  -5.373
N  1.459  3.280  -6.032
H  3.945  1.508  -5.138
H  3.787  2.770  -3.923
H  2.751  1.350  -3.856
C  -3.284  -0.910  -10.302
C  -4.297  -0.472  -9.342
N  -5.095  -0.127  -8.586
H  -3.514  -1.899  -10.704
H  -3.211  -0.223  -11.148
H  -2.295  -0.967  -9.843
C  -8.542  0.096  -7.372
C  -9.875  -0.166  -7.917
N  -10.922  -0.372  -8.345
H  -7.758  -0.166  -8.085
H  -8.412  1.150  -7.119
H  -8.360  -0.480  -6.463
C  -13.667  0.724  -9.864
C  -14.124  2.051  -10.281
N  -14.482  3.094  -10.609
H  -13.164  0.199  -10.678
H  -12.963  0.784  -9.033
H  -14.500  0.097  -9.539
C  1.624  -6.402  9.823
C  2.573  -5.294  9.722
N  3.320  -4.423  9.642
H  1.682  -6.891  10.797
H  0.595  -6.061  9.690
H  1.815  -7.163  9.064



# 2
This record from OMol25 describes a 6-piece molecular cluster, C42H73N4O8 overall. The level of theory is ωB97M-V/def2-TZVPD.

Results
HOMO energy: -10.94 eV
Charge: +1

Geometry (Å):
C  9.879  -1.600  0.799
C  9.065  -0.338  0.693
O  9.201  0.363  -0.265
N  8.108  0.020  1.697
C  8.653  -0.204  3.043
C  6.810  -0.649  1.462
C  5.748  0.381  1.120
C  4.444  -0.259  0.590
C  4.143  0.289  -0.814
C  2.754  0.077  -1.327
C  2.190  -1.190  -1.563
C  2.955  -2.457  -1.326
N  2.579  -3.065  -0.025
C  0.880  -1.277  -2.032
C  0.207  -2.582  -2.388
O  0.760  -3.376  -3.081
O  -1.054  -2.764  -1.989
C  -1.317  -2.410  -0.603
C  -2.781  -2.593  -0.353
C  -3.371  -3.833  -0.605
C  -4.722  -4.045  -0.364
C  -5.526  -3.021  0.132
C  -4.941  -1.783  0.378
C  -3.585  -1.549  0.132
C  -3.041  -0.151  0.405
C  0.134  -0.123  -2.231
C  0.727  1.089  -2.004
N  2.004  1.170  -1.590
C  2.500  2.549  -1.435
C  3.447  3.032  -2.313
C  3.817  4.359  -2.166
C  3.222  5.099  -1.157
C  2.285  4.488  -0.340
N  1.904  3.218  -0.473
H  10.904  -1.365  0.537
H  9.883  -2.059  1.781
H  9.525  -2.331  0.078
H  9.719  -0.006  3.033
H  8.510  -1.226  3.407
H  8.201  0.469  3.764
H  6.548  -1.204  2.362
H  6.916  -1.373  0.650
H  5.558  0.995  1.994
H  6.199  1.027  0.371
H  3.631  -0.051  1.280
H  4.616  -1.326  0.569
H  4.820  -0.194  -1.517
H  4.409  1.336  -0.806
H  4.027  -2.273  -1.365
H  2.744  -3.187  -2.092
H  3.398  -3.463  0.411
H  2.205  -2.370  0.607
H  -0.751  -3.091  0.029
H  -1.056  -1.384  -0.379
H  -2.793  -4.661  -0.992
H  -5.181  -5.000  -0.568
H  -6.574  -3.182  0.319
H  -5.555  -0.986  0.771
H  -2.431  -0.172  1.304
H  -3.876  0.528  0.513
H  -2.447  0.151  -0.452
H  -0.884  -0.153  -2.580
H  0.195  2.008  -2.179
H  3.891  2.442  -3.098
H  4.546  4.799  -2.826
H  3.459  6.138  -1.005
H  1.817  5.061  0.446
C  8.677  3.211  -4.368
C  7.416  3.085  -3.531
C  7.179  1.651  -3.096
O  6.281  3.574  -4.262
H  8.592  2.610  -5.277
H  8.833  4.246  -4.672
H  9.552  2.874  -3.812
H  7.498  3.725  -2.651
H  7.047  1.005  -3.971
H  6.270  1.587  -2.498
H  8.014  1.272  -2.507
H  6.192  3.029  -5.052
C  -6.367  -4.675  3.935
C  -6.503  -3.203  3.577
C  -6.373  -2.313  4.805
O  -7.752  -2.966  2.924
H  -7.157  -4.974  4.629
H  -6.463  -5.295  3.043
H  -5.403  -4.882  4.400
H  -5.736  -2.934  2.851
H  -7.162  -2.539  5.526
H  -6.473  -1.263  4.528
H  -5.408  -2.454  5.295
H  -8.456  -3.195  3.540
C  -7.439  2.894  -0.226
C  -6.291  2.917  0.772
C  -6.465  4.021  1.802
O  -5.046  3.074  0.084
H  -7.484  3.839  -0.775
H  -7.297  2.097  -0.957
H  -8.396  2.741  0.274
H  -6.232  1.952  1.278
H  -6.479  5.001  1.318
H  -5.634  4.026  2.506
H  -7.396  3.898  2.359
H  -5.071  3.922  -0.372
C  -7.045  6.053  5.385
C  -5.780  5.231  5.189
C  -5.031  5.032  6.498
O  -4.929  5.866  4.231
H  -6.798  7.048  5.765
H  -7.564  6.186  4.435
H  -7.725  5.574  6.090
H  -6.041  4.260  4.767
H  -4.723  5.996  6.911
H  -4.129  4.442  6.336
H  -5.652  4.524  7.237
H  -4.690  6.728  4.587
C  -1.687  -5.288  -4.120
C  -1.922  -6.295  -5.234
C  -2.148  -5.606  -6.572
O  -3.033  -7.135  -4.919
H  -2.558  -4.637  -3.997
H  -1.527  -5.801  -3.171
H  -0.822  -4.662  -4.325
H  -1.061  -6.960  -5.310
H  -3.036  -4.969  -6.527
H  -2.314  -6.343  -7.358
H  -1.294  -4.987  -6.849
H  -3.813  -6.575  -4.848



Record order is preserved below.
Energy: -7505.9281 -2464.8587 a.u.
Record order is preserved below.
Strongest force on any atom: 3.77 1.20 eV/Å